1.
A 2-piece molecular cluster, C4H13NOS overall at a distorted geometry. Source: the Open Molecules 2025 dataset; level of theory: ωB97M-V/def2-TZVPD.

Output
HOMO-LUMO gap	0.343	Ha
relative energy (zero: lowest compared OMol25 entry of this formula, charge and spin)	2.996	eV
E_LUMO	0.62	eV

ORCA input file:
```
! RIJCOSX wB97M-V def2-TZVPD def2/J DEFGRID3
* xyz 0 1
C 0.882 0.744 -2.262
C 0.409 1.577 -1.157
C -0.749 0.690 -0.541
S 0.040 -0.554 0.705
C 0.366 -1.983 -0.256
N 0.389 1.075 -3.689
H 2.049 0.788 -2.578
H 0.722 -0.437 -2.286
H 1.069 1.725 -0.261
H 0.332 2.653 -1.496
H -1.428 1.364 0.063
H -1.268 0.050 -1.277
H 1.293 -2.288 0.456
H 0.877 -1.844 -1.242
H -0.452 -2.652 -0.438
H -0.585 0.746 -3.687
H 0.515 2.176 -3.809
H -1.103 0.054 6.167
H -0.573 -0.918 5.049
O -1.283 -0.781 5.647
*
```



2.
A single C2HN3O3 molecule at a distorted geometry. Source: the Open Molecules 2025 dataset; level of theory: ωB97M-V/def2-TZVPD.

Output
HOMO-LUMO gap	0.366	Ha
relative energy (zero: lowest compared OMol25 entry of this formula, charge and spin)	5.002	eV
E_LUMO	-1.61	eV

ORCA input file:
```
! RIJCOSX wB97M-V def2-TZVPD def2/J DEFGRID3
* xyz 0 1
C -0.851 -0.781 0.531
C 0.337 1.133 -0.475
H -1.980 -1.879 1.320
N -1.923 -0.935 1.145
N 0.142 -1.621 0.049
N 1.270 -1.004 -0.130
O 1.502 0.362 -0.022
O 0.365 2.205 -0.950
O -0.788 0.518 -0.165
*
```



3.
A 2-piece molecular cluster, C5H6Cl2 overall at a distorted geometry. Source: the Open Molecules 2025 dataset; level of theory: ωB97M-V/def2-TZVPD.

Output
HOMO-LUMO gap	0.305	Ha
relative energy (zero: lowest compared OMol25 entry of this formula, charge and spin)	5.077	eV
E_LUMO	-0.79	eV

ORCA input file:
```
! RIJCOSX wB97M-V def2-TZVPD def2/J DEFGRID3
* xyz 0 1
C 2.163 1.672 0.530
C -1.845 -1.473 -0.661
C 1.920 0.298 -0.243
C -2.752 -0.958 0.158
C 0.798 1.184 0.055
Cl 1.924 -1.072 0.758
Cl -2.855 0.711 0.619
H 2.115 2.132 1.503
H 2.752 2.355 -0.111
H -1.927 -2.516 -0.875
H -1.077 -0.933 -1.152
H 2.335 0.149 -1.164
H -3.553 -1.548 0.583
*
```



4.
An isolated ion of composition C11H18N and charge +1 at a distorted geometry. Source: the Open Molecules 2025 dataset; level of theory: ωB97M-V/def2-TZVPD.

Output
HOMO-LUMO gap (spin up / spin down)	0.294 / 0.294	Ha
relative energy (zero: lowest compared OMol25 entry of this formula, charge and spin)	6.191	eV
E_LUMO (spin up / spin down)	-4.84 / -4.84	eV

ORCA input file:
```
! RIJCOSX wB97M-V def2-TZVPD def2/J DEFGRID3
* xyz 1 1
C 0.167 0.766 1.354
C 2.254 0.760 -0.701
C 2.010 -0.581 0.023
C 1.633 2.053 -0.022
C 0.577 -1.107 -0.082
C -0.488 1.108 -0.560
C -0.482 -0.170 0.436
C -1.718 0.455 -0.160
C 0.545 -2.488 0.652
C -2.364 -0.358 -1.259
C -2.508 1.052 1.004
N 0.357 1.686 0.451
H 0.662 0.765 2.249
H 3.335 1.112 -0.676
H 1.789 0.784 -1.777
H 2.556 -1.238 -0.559
H 2.297 -0.444 0.994
H 2.350 2.477 0.821
H 1.409 2.802 -0.693
H 0.498 -1.489 -1.154
H -0.202 1.106 -1.638
H 1.000 -2.283 1.564
H 1.276 -3.238 0.208
H -0.523 -2.974 0.649
H -3.246 -0.996 -0.992
H -1.666 -0.911 -1.680
H -2.806 0.409 -1.966
H -3.306 0.455 1.266
H -3.091 1.914 0.864
H -1.895 1.357 1.808
*
```



5.
A 2-piece molecular cluster, C4H13NO2 overall at a distorted geometry. Source: the Open Molecules 2025 dataset; level of theory: ωB97M-V/def2-TZVPD.

Output
HOMO-LUMO gap	0.357	Ha
relative energy (zero: lowest compared OMol25 entry of this formula, charge and spin)	0.965	eV
E_LUMO	0.84	eV

ORCA input file:
```
! RIJCOSX wB97M-V def2-TZVPD def2/J DEFGRID3
* xyz 0 1
C 1.149 0.580 -0.744
C 0.257 -0.637 -0.762
C -1.170 -0.435 -0.202
C -2.109 0.525 -1.022
O -1.133 0.025 1.157
N 0.830 -1.756 -0.037
H 0.621 1.465 -1.083
H 2.051 0.507 -1.360
H 1.532 0.795 0.267
H 0.164 -0.992 -1.807
H -1.650 -1.421 -0.175
H -2.346 1.354 -0.340
H -3.006 0.116 -1.470
H -1.452 0.980 -1.779
H -1.370 0.971 1.143
H 0.176 -2.424 0.304
H 1.630 -1.605 0.544
H 2.332 0.609 1.804
H 1.476 0.299 2.936
O 2.020 1.044 2.626
*
```



6.
C10H27B2I2NO4PtSi2 as an isolated structure at a distorted geometry. Source: the Open Molecules 2025 dataset; level of theory: ωB97M-V/def2-TZVPD.

Output
HOMO-LUMO gap	0.062	Ha
E_LUMO	-12.61	eV

ORCA input file:
```
! RIJCOSX wB97M-V def2-TZVPD def2/J DEFGRID3
* xyz 2 1
C 4.085 1.021 0.858
C 3.180 0.736 2.219
C 1.558 1.043 1.988
C 0.942 -0.229 1.152
Si -0.849 0.110 0.449
O -1.351 -1.434 -0.297
Si -0.390 -1.784 -1.727
C 0.292 -3.609 -1.768
B 0.304 -4.103 -0.165
O 1.557 -4.051 0.630
O -1.003 -4.537 0.376
B -0.905 1.485 -0.904
O -2.056 1.430 -1.872
N 0.067 2.638 -1.072
C 1.473 2.185 -1.395
C -0.377 3.396 -2.341
C -1.988 0.529 1.993
I -2.112 -1.251 3.288
C -3.464 1.117 1.559
C -4.360 0.071 0.650
I -4.602 1.507 3.438
H 4.276 2.172 0.730
H 3.659 0.498 -0.106
H 5.145 0.531 1.062
H 3.291 -0.426 2.431
H 3.587 1.398 3.104
H 1.062 1.037 3.070
H 1.395 2.087 1.484
H 0.973 -1.162 1.891
H 1.721 -0.477 0.294
H 0.792 -0.909 -1.735
H -1.136 -1.435 -2.964
H 1.407 -3.540 -2.165
H -0.351 -4.334 -2.441
H 2.065 -3.191 0.446
H -1.407 -3.769 0.902
H -2.597 0.594 -1.641
H 1.668 1.037 -1.274
H 1.728 2.438 -2.533
H 2.203 2.868 -0.760
H -1.406 3.939 -2.216
H -0.302 2.721 -3.309
H 0.452 4.243 -2.485
H -1.406 1.365 2.608
H -3.284 2.147 0.985
H -3.948 -1.042 0.715
H -4.465 0.403 -0.475
H -5.461 0.078 1.094
Pt 0.339 -5.538 -3.775
*
```